Molecular formula: C30H74N4O8
Method: DFT, ωB97M-V/def2-TZVPD

Structure (ORCA input):
```
! RIJCOSX wB97M-V def2-TZVPD def2/J DEFGRID3
* xyz -1 2
H 8.21 17.93 0.77
C 9.98 12.99 -4.93
H 9.94 16.31 -7.83
H 8.76 15.45 -0.30
H 11.97 12.99 -5.77
C 9.54 11.51 -4.90
C 9.92 23.00 -3.43
C 8.87 20.18 -0.51
H 6.46 13.97 -0.77
H 8.69 20.34 -10.81
H 9.61 13.29 -5.91
N 10.20 16.47 -6.87
H 12.40 12.76 -11.06
H 9.25 20.91 -3.74
H 14.23 19.94 -7.93
H 10.75 21.22 -4.54
H 5.64 15.25 -1.77
H 6.64 15.76 -8.37
C 7.75 9.92 -4.25
C 10.10 18.15 -5.05
C 8.09 11.50 -4.51
H 11.77 13.89 -4.27
O 8.29 16.51 -9.34
H 7.74 12.11 -3.68
H 12.12 14.23 -12.20
C 16.27 14.25 -7.23
H 9.30 18.68 -4.54
O 11.79 15.03 -9.17
C 11.45 13.00 -4.81
H 6.58 16.08 0.87
H 12.91 13.99 -6.77
H 12.27 20.68 -9.45
N 10.09 14.29 -10.35
H 13.25 14.34 -10.92
C 6.28 9.82 -3.72
H 7.59 18.59 -1.51
H 4.54 24.41 -0.95
H 5.63 10.12 -4.54
C 6.03 14.97 -0.79
H 10.79 18.93 -5.35
C 6.21 24.30 -2.46
C 8.21 16.32 -0.66
H 10.60 18.64 -9.72
H 9.36 18.64 -1.87
H 9.52 20.18 0.36
H 16.25 14.65 -8.25
O 9.01 19.84 -10.06
H 7.94 20.70 -0.27
C 12.32 13.83 -11.20
H 10.83 23.44 -3.83
C 8.60 23.78 -3.54
H 6.53 25.29 -2.13
H 15.66 19.36 -8.48
H 4.36 22.97 -2.03
C 6.95 16.08 -9.36
C 6.76 16.13 -0.21
C 11.20 20.69 -9.26
H 12.28 17.00 -8.62
H 6.31 18.17 -9.78
H 4.94 17.15 -9.53
H 8.20 23.43 -4.49
C 9.65 17.61 -6.41
H 4.96 16.96 -11.65
H 9.33 20.83 -1.26
O 14.79 13.25 -5.61
H 6.87 15.18 -9.96
H 6.22 8.74 -3.58
H 10.12 20.31 -7.88
C 5.05 23.68 -1.57
H 9.48 14.75 -9.70
H 9.47 13.53 -4.15
O 14.54 16.90 -9.08
H 9.62 10.98 -5.85
H 10.87 15.96 -6.32
H 8.03 23.62 -1.54
H 8.27 17.36 -8.89
H 9.32 21.79 -5.19
C 8.76 17.66 -0.13
N 12.73 17.82 -8.22
C 14.80 19.01 -7.91
H 9.96 10.89 -4.11
C 14.02 17.81 -8.38
C 9.82 21.70 -4.23
H 10.88 21.70 -9.54
H 7.28 22.39 -2.49
C 10.42 19.65 -10.09
C 5.95 17.16 -9.95
H 5.50 23.14 -0.74
H 6.01 10.42 -2.85
H 16.78 13.29 -7.14
H 9.90 13.65 -11.11
O 11.00 20.70 -7.90
H 16.89 14.94 -6.67
H 8.44 9.33 -3.65
H 11.84 12.19 -4.20
H 13.75 15.04 -7.93
H 14.98 18.72 -6.88
H 10.20 22.88 -2.38
H 8.19 16.32 -1.75
H 5.16 14.92 -0.13
H 6.21 17.03 -0.46
N 13.76 14.35 -7.19
C 11.38 14.35 -10.10
O 5.86 16.96 -11.34
H 9.82 17.46 0.05
C 7.56 23.44 -2.50
H 5.73 24.38 -3.43
H 7.49 11.96 -5.30
H 12.16 18.62 -7.99
H 8.00 9.25 -5.07
H 10.62 17.50 -4.34
H 10.81 19.68 -11.11
C 14.88 13.97 -6.64
H 8.78 24.85 -3.59
C 8.59 18.75 -1.10
O 8.80 18.18 -7.03
*
```

HOMO energy (spin up / spin down): 0.8 / -7.0 eV
<S²>: 0.75
E_LUMO (spin up / spin down): 2.406 / 2.375 eV
Kohn-Sham gap (spin up / spin down): 1.6 / 9.3 eV

Löwdin population analysis, charges in e, atoms 1 to 2: atom 1 (H): 0.11, atom 2 (C): -0.28

Molecular formula: C5H12Cl
Method: DFT, ωB97M-V/def2-TZVPD

Structure (ORCA input):
```
! RIJCOSX wB97M-V def2-TZVPD def2/J DEFGRID3
* xyz 0 2
H 0.35 -4.08 -3.93
H -0.61 -0.25 -0.28
H -1.92 -3.86 -1.80
H -2.59 -0.78 -2.64
C -1.44 -3.56 -2.77
C -0.94 -2.15 -2.66
H 0.31 -4.81 -2.29
H -2.32 -1.77 -1.08
H -1.97 0.71 -0.89
C -0.27 -4.55 -3.18
C -1.79 -1.18 -1.92
H -0.48 0.68 -1.80
H 0.36 -2.77 -0.36
H -0.71 -5.45 -3.61
H 0.17 -2.01 -2.73
H -2.22 -3.58 -3.55
C -1.14 0.05 -1.20
Cl 1.09 -3.09 0.59
*
```

HOMO energy (spin up / spin down): -7.9 / -11.5 eV
<S²>: 0.75
E_LUMO (spin up / spin down): 1.080 / 0.258 eV
Kohn-Sham gap (spin up / spin down): 8.9 / 11.7 eV
Energy above the lowest of the compared OMol25 structures with the same formula, charge and spin: 7.85 kcal per mole

Löwdin population analysis, charges in e, atoms 1 to 2: atom 1 (H): 0.06, atom 2 (H): 0.06

Molecular formula: C3H4N2O2
Method: DFT, ωB97M-V/def2-TZVPD

Structure (ORCA input):
```
! RIJCOSX wB97M-V def2-TZVPD def2/J DEFGRID3
* xyz 0 1
H -1.14 1.00 3.00
O 0.85 -0.28 -1.67
C 0.15 -0.26 0.32
N -0.41 0.01 -1.77
C -1.06 0.85 1.88
H -1.09 1.80 1.26
C 1.30 -0.38 -0.41
H 2.27 -1.05 -0.27
O 0.24 -0.10 1.64
H -2.07 0.23 1.87
N -0.88 -0.05 -0.57
*
```

HOMO energy: -9.4 eV
Structure (SMILES): COc1conn1
E_LUMO: 0.808 eV
Kohn-Sham gap: 10.2 eV
Energy above the lowest of the compared OMol25 structures with the same formula, charge and spin: 135.53 kcal per mole

Löwdin population analysis, charges in e, atoms 1 to 2: atom 1 (H): 0.08, atom 2 (O): -0.06

Molecular formula: C7H15NO3PSSbSe4Ti
Method: DFT, ωB97M-V/def2-TZVPD

Structure (ORCA input):
```
! RIJCOSX wB97M-V def2-TZVPD def2/J DEFGRID3
* xyz -1 2
O -1.27 0.03 -0.41
N -3.61 0.54 0.87
C 1.59 -2.28 0.08
C 3.01 -1.80 -0.19
H -1.76 -2.71 -1.00
H 3.65 -2.17 0.67
Sb 0.90 0.84 3.72
C 1.07 2.26 -1.58
Se -0.95 -1.26 3.08
O 0.71 -1.49 -0.79
H 3.48 -2.03 -1.11
H -2.76 0.19 -1.74
O 0.72 0.83 -1.52
C -2.03 -0.59 -1.51
H 1.37 -2.15 1.23
H 1.44 -3.29 -0.19
H 0.10 2.77 -1.43
C -2.55 -2.01 -1.15
C 2.28 2.73 -0.79
H -1.46 -0.68 -2.44
Se 0.49 1.10 6.01
H 3.33 2.46 -1.23
Se 2.98 0.36 2.77
Se -0.47 2.53 2.20
H 2.17 2.63 0.29
P 0.38 0.03 -0.18
C -4.70 0.67 0.47
H -3.31 -2.41 -1.79
H -3.16 -2.01 -0.22
S -6.15 0.88 -0.19
H 2.95 -0.73 -0.01
Ti -1.76 0.50 1.65
H 1.20 2.46 -2.59
H 2.13 3.82 -1.01
*
```

HOMO energy (spin up / spin down): -5.0 / -5.1 eV
<S²>: 0.76
E_LUMO (spin up / spin down): 1.816 / 1.831 eV
Kohn-Sham gap (spin up / spin down): 6.9 / 7.0 eV
Energy above the lowest of the compared OMol25 structures with the same formula, charge and spin: 9.08 kcal per mole

Löwdin population analysis, charges in e, atoms 1 to 2: atom 1 (O): -0.50, atom 2 (N): -0.07

Molecular formula: C16H40F18N4O3P3
Method: DFT, ωB97M-V/def2-TZVPD

Structure (ORCA input):
```
! RIJCOSX wB97M-V def2-TZVPD def2/J DEFGRID3
* xyz -1 1
H 4.69 -0.35 -3.20
H 5.34 -0.71 5.93
N 2.36 2.16 5.07
H 3.38 3.85 6.09
F -7.43 -0.09 3.22
F -0.38 -2.19 -0.30
F -5.60 -3.59 -2.14
C 2.40 3.38 6.00
H 3.59 -0.21 4.22
H 2.90 1.66 -3.82
H 4.88 0.86 -4.40
F -7.80 -4.69 -2.66
P -6.26 0.25 4.33
H 2.39 -0.68 5.39
H -4.85 -1.03 -0.59
H 2.81 -1.29 -6.72
F 1.30 -1.48 0.95
P -7.05 -3.12 -2.85
F -7.63 -2.53 -1.35
H 4.08 -1.41 6.99
C -1.11 -2.09 -5.16
F -6.54 -1.59 -3.10
C 2.84 0.58 -3.98
H -1.89 -2.29 -5.89
H 3.60 -2.08 -4.55
H 4.44 1.68 5.64
H 1.78 4.06 5.41
H 3.77 0.11 -6.68
F -0.51 -2.54 1.92
F -0.17 -4.25 0.42
N 2.05 0.17 -5.28
F 1.66 -3.64 1.69
H 3.20 3.46 3.67
H -0.38 3.19 4.36
H 1.54 -1.68 -4.34
C 2.64 2.53 3.60
C 4.00 -1.17 -5.01
H 0.42 1.74 6.03
H 3.23 1.28 6.81
H 1.22 2.00 2.02
C 3.36 -0.19 5.29
C 4.21 0.04 -4.10
F -7.11 1.50 4.88
H 4.21 -2.07 5.51
H -1.42 -1.51 -4.29
H 0.53 -1.73 -6.74
F -5.49 1.26 3.33
C 3.15 -0.52 -6.04
C 0.97 -0.88 -4.82
H -0.74 -3.06 -4.81
C 0.90 1.66 5.05
H 1.96 3.12 6.96
H 2.59 2.00 -6.17
H -0.37 -0.36 -6.16
H 0.82 0.57 5.00
P 0.57 -2.86 0.77
C 1.20 2.58 2.94
C 0.08 2.27 4.00
C 3.44 1.25 5.74
H 3.30 1.74 3.22
H 1.08 1.36 -6.93
H -4.34 -0.34 0.85
F -6.37 -3.48 -4.23
O -0.07 3.88 -1.96
F 1.56 -3.02 -0.47
H 1.01 3.48 2.36
C 0.01 -1.34 -5.86
H -3.77 0.32 -0.49
F -8.49 -2.83 -3.51
F -5.07 0.59 5.39
H 0.37 -0.30 -4.12
H 2.35 0.13 -3.11
N -4.10 -0.55 -0.11
O -1.96 3.75 -3.06
N -1.12 3.31 -2.26
C 4.32 -1.09 5.98
H -0.81 1.73 3.69
H 0.92 1.94 -5.31
H -3.36 -1.24 -0.09
C 1.64 1.49 -6.00
H 4.92 -1.54 -5.46
F -6.90 -0.71 5.40
O -1.45 2.31 -1.68
F -5.43 -0.94 3.69
*
```

HOMO energy: -5.5 eV
E_LUMO: 0.591 eV
Kohn-Sham gap: 6.1 eV
Energy above the lowest of the compared OMol25 structures with the same formula, charge and spin: 103.01 kcal per mole

Löwdin population analysis, charges in e, atoms 1 to 2: atom 1 (H): 0.13, atom 2 (H): 0.08

Molecular formula: C16H25BrO12S
Method: DFT, ωB97M-V/def2-TZVPD

Structure (ORCA input):
```
! RIJCOSX wB97M-V def2-TZVPD def2/J DEFGRID3
* xyz 0 1
C -2.06 2.70 -2.94
H 3.01 -0.84 -3.27
O 2.32 -1.93 3.47
C -1.59 -4.17 4.52
C -0.50 -3.84 3.52
H 0.82 -5.31 4.45
H -0.93 -3.67 2.53
H 2.77 0.90 4.32
C 1.73 2.09 -3.24
H -4.21 2.42 -3.39
H -0.30 1.53 2.66
H -0.45 3.32 -4.47
C 0.14 0.54 2.83
H -0.38 -0.15 2.16
O 3.70 2.17 0.36
C 1.62 0.55 2.52
Br -1.54 -1.53 -2.69
H 4.15 -0.36 -1.84
O -3.75 1.00 -1.90
O 3.52 1.81 2.61
C 2.37 1.06 -2.09
H 2.92 1.75 -1.29
O 1.72 -4.10 3.07
H 0.39 -5.66 2.75
H 4.25 0.68 -3.45
H -2.49 0.70 -5.13
H 2.01 -0.48 2.52
O -4.36 -1.67 -3.50
H -4.39 0.57 -4.84
O 0.19 -2.66 3.90
O -3.03 1.33 0.63
H -0.05 0.24 3.86
H 1.64 1.57 -4.29
O 1.87 1.11 1.24
C -3.32 0.55 -4.32
S -3.21 2.15 -0.70
O -1.80 2.73 -1.49
O 0.44 2.54 -2.69
C 3.51 0.07 -2.75
C 3.08 1.73 1.32
H -0.60 1.42 -4.32
C 0.60 -4.86 3.47
H -2.38 -3.41 4.48
H -1.20 -4.16 5.55
H -2.04 -5.15 4.32
H 1.46 0.50 -1.60
H -2.29 3.82 -3.20
C -3.24 -0.92 -3.55
H 1.89 2.34 3.73
C -3.33 1.68 -3.13
H 2.42 3.06 -3.35
O -4.37 3.20 -0.53
C 1.48 -2.81 3.48
C 2.42 1.43 3.43
C -0.64 2.42 -3.71
*
```

HOMO energy: -9.7 eV
Structure (SMILES): CCCOC[C@@H]1OS(=O)(=O)O[C@@H]1CC(=O)Br.C[C@@H]1COC(=O)O1.C[C@@H]1COC(=O)O1
E_LUMO: -0.368 eV
Kohn-Sham gap: 9.3 eV

Löwdin population analysis, charges in e, atoms 1 to 2: atom 1 (C): -0.20, atom 2 (H): 0.07